DFT (ωB97M-V with the def2-TZVPD basis set) results for C44H63BN8OTeTl as an isolated structure.

Last column: Löwdin charge in e.
Geometry (Å):
Tl: -0.84357 0.64504 1.00704  0.822
C: -4.26434 2.38430 0.65256  -0.059
C: -3.95361 2.06586 -0.81623  -0.360
C: -2.81088 2.94093 -1.32548  -0.103
C: -3.72689 0.58742 -0.98742  -0.283
C: -4.71071 -0.35856 -1.28508  0.042
C: -4.08463 -1.58716 -1.20649  -0.194
C: -4.76682 -2.91644 -1.40684  -0.341
C: -4.41241 -3.57352 -2.74408  -0.048
C: -4.58528 -3.88548 -0.23999  -0.049
N: -2.78695 -1.35896 -0.89667  0.031
N: -2.56808 -0.02198 -0.76182  0.009
B: -1.64922 -2.38235 -0.62878  -0.521
N: -0.24120 -1.86400 -1.12036  0.024
N: 0.56598 -1.24869 -0.20948  0.018
C: 1.81626 -1.35455 -0.65276  -0.317
C: 1.82391 -2.02275 -1.88547  -0.008
C: 0.50579 -2.31278 -2.16530  -0.250
C: -0.01243 -2.85178 -3.47658  -0.336
C: -0.37060 -4.34008 -3.48577  -0.052
C: -1.16105 -1.99666 -4.02004  -0.045
C: 3.00362 -0.85533 0.12884  -0.364
C: 4.04135 -1.97559 0.25514  -0.056
C: 2.62430 -0.32218 1.50596  -0.079
N: -1.57070 -2.65632 0.91289  0.051
N: -1.80741 -1.58831 1.73371  0.023
C: -1.85944 -2.05038 2.97923  -0.282
C: -1.62856 -3.42421 2.98083  0.030
C: -1.42438 -3.78001 1.65770  -0.179
C: -1.01061 -5.18323 1.25557  -0.341
C: -0.53151 -5.39886 -0.17149  -0.068
C: -2.08322 -6.21455 1.62446  -0.054
C: -2.21509 -1.21008 4.17715  -0.362
C: -3.70151 -0.84005 4.13516  -0.054
C: -1.35844 0.04439 4.35949  -0.101
H: -4.52406 3.43831 0.77530  0.082
H: -3.39330 2.17652 1.28096  0.037
H: -5.09461 1.78053 1.02063  0.085
H: -4.84528 2.30086 -1.40084  0.138
H: -1.91348 2.80723 -0.71451  0.015
H: -3.09683 3.99384 -1.27476  0.085
H: -2.55287 2.70402 -2.35885  0.069
H: -5.74955 -0.17743 -1.51467  0.119
H: -5.82700 -2.65725 -1.44551  0.134
H: -3.35316 -3.82972 -2.78756  0.048
H: -4.63677 -2.90946 -3.58088  0.086
H: -4.98685 -4.49351 -2.87385  0.085
H: -3.57060 -4.27465 -0.21237  0.044
H: -5.26948 -4.72981 -0.34804  0.087
H: -4.78509 -3.40122 0.71882  0.093
H: -1.88935 -3.37704 -1.23181  0.093
H: 2.67179 -2.24686 -2.51418  0.119
H: 0.83399 -2.73480 -4.15701  0.134
H: -1.28688 -4.53687 -2.93456  0.045
H: 0.42704 -4.94231 -3.04851  0.084
H: -0.52009 -4.66975 -4.51560  0.086
H: -1.98718 -1.93246 -3.30996  0.061
H: -1.54468 -2.42206 -4.94911  0.089
H: -0.82470 -0.97893 -4.23846  0.050
H: 3.46313 -0.03918 -0.43775  0.121
H: 3.60555 -2.83600 0.76795  0.093
H: 4.90441 -1.63492 0.83100  0.080
H: 4.39521 -2.31074 -0.72029  0.074
H: 2.12604 -1.09474 2.09653  0.091
H: 1.94913 0.53187 1.43212  -0.008
H: 3.51904 -0.00058 2.04378  0.087
H: -1.58031 -4.07595 3.83989  0.119
H: -0.15268 -5.38414 1.90387  0.140
H: -1.36291 -5.40740 -0.87308  0.063
H: -0.03707 -6.37013 -0.23778  0.090
H: 0.18040 -4.63332 -0.48676  0.076
H: -2.95842 -6.11976 0.98063  0.071
H: -2.41126 -6.10066 2.65797  0.075
H: -1.68297 -7.22334 1.50466  0.084
H: -2.04558 -1.85344 5.04299  0.135
H: -3.90971 -0.22749 3.25411  0.074
H: -3.98817 -0.27604 5.02555  0.081
H: -4.32612 -1.73232 4.07915  0.084
H: -1.67714 0.83902 3.67954  0.012
H: -0.29853 -0.15868 4.18788  0.074
H: -1.47011 0.43289 5.37356  0.083
C: 4.76109 5.47188 -0.16561  0.036
N: 4.11834 4.33315 -0.80630  -0.029
N: 2.91587 3.82938 -0.38989  0.083
C: 2.63302 2.73695 -1.13170  -0.397
O: 1.51759 2.11294 -0.88898  -0.413
C: 3.66982 2.55367 -2.05067  0.064
C: 4.57512 3.56836 -1.81142  -0.224
C: 5.87568 3.85779 -2.47651  0.010
C: 2.03834 4.47661 0.53879  -0.194
C: 1.57740 5.75795 0.27177  -0.018
C: 0.68737 6.34782 1.15498  -0.055
C: 0.25060 5.64722 2.27403  -0.054
C: 0.71081 4.36065 2.51798  -0.049
C: 1.61806 3.76969 1.65179  -0.007
H: 4.36758 5.58533 0.83964  0.102
H: 4.58717 6.38864 -0.72646  0.104
H: 5.82892 5.27918 -0.10497  0.099
H: 3.73135 1.77999 -2.79703  0.125
H: 6.03798 3.14819 -3.28308  0.093
H: 6.70633 3.77523 -1.77369  0.095
H: 5.88596 4.86584 -2.89466  0.098
H: 1.89948 6.27778 -0.62370  0.120
H: 0.32155 7.34780 0.96089  0.113
H: -0.45418 6.10595 2.95512  0.114
H: 0.36964 3.81436 3.38767  0.116
H: 1.98656 2.76759 1.82737  0.108
Te: 0.45654 1.22936 -2.41924  1.565
C: 0.68355 2.98368 -3.54244  -0.534
C: 0.17377 4.17918 -3.03602  -0.134
C: 0.43565 5.37162 -3.69613  -0.073
C: 1.17986 5.36943 -4.87165  -0.070
C: 1.66585 4.17515 -5.38807  -0.074
C: 1.43118 2.98210 -4.71739  -0.144
H: -0.42702 4.17771 -2.13252  0.089
H: 0.03451 6.30037 -3.30906  0.109
H: 1.36988 6.29971 -5.39123  0.109
H: 2.23907 4.17258 -6.30609  0.109
H: 1.83085 2.05403 -5.10800  0.097

Atomic forces in eV per Å
Tl -0.11 -0.17 -0.03
C -0.02 0.02 -0.05
C 0.08 -0.01 0.09
C -0.05 -0.04 0.00
C -0.12 0.11 0.00
C -0.04 0.02 0.01
C -0.01 -0.02 0.05
C 0.08 0.00 -0.06
C 0.01 0.00 0.01
C -0.01 0.03 0.06
N 0.12 -0.07 -0.09
N 0.11 -0.06 0.07
B 0.06 0.04 0.02
N -0.11 0.02 0.04
N 0.01 -0.09 -0.05
C 0.01 0.06 0.05
C 0.13 -0.01 -0.05
C -0.07 0.08 0.01
C -0.10 -0.05 0.07
C 0.04 0.01 0.03
C -0.03 -0.02 0.04
C -0.04 -0.08 0.02
C 0.00 0.01 0.02
C -0.01 0.00 -0.01
N 0.09 0.03 -0.04
N -0.20 -0.03 0.00
C 0.05 -0.02 0.07
C 0.10 0.00 0.05
C -0.04 0.02 -0.06
C -0.03 0.07 0.00
C 0.03 0.03 -0.02
C 0.00 0.03 0.03
C -0.04 0.05 -0.08
C 0.01 -0.01 0.03
C 0.01 -0.04 -0.01
H 0.02 -0.02 0.00
H -0.02 0.01 0.01
H 0.02 0.00 -0.01
H -0.04 0.02 -0.03
H 0.01 0.00 -0.02
H 0.01 0.00 0.01
H -0.01 -0.01 0.01
H 0.05 -0.01 0.01
H -0.04 0.00 -0.02
H -0.04 -0.01 0.00
H 0.02 -0.01 0.02
H 0.01 0.04 0.00
H 0.04 -0.04 0.02
H 0.02 0.02 0.00
H 0.01 -0.01 -0.04
H -0.04 0.00 0.05
H -0.03 0.04 0.01
H 0.04 0.00 -0.04
H -0.01 -0.01 0.03
H -0.02 0.01 -0.01
H -0.01 0.01 0.02
H 0.03 -0.01 -0.04
H 0.02 0.01 0.00
H 0.00 0.02 0.01
H 0.04 0.07 -0.06
H 0.02 0.02 0.00
H -0.02 -0.01 -0.02
H -0.02 0.00 0.01
H 0.01 0.03 -0.01
H 0.00 -0.01 -0.01
H -0.02 -0.03 -0.01
H -0.02 0.02 -0.05
H 0.03 0.01 0.03
H -0.03 0.01 -0.04
H 0.00 0.02 0.00
H -0.02 0.00 -0.01
H -0.01 0.02 -0.01
H 0.01 0.00 -0.03
H -0.02 0.02 -0.01
H -0.01 -0.02 0.03
H 0.00 -0.01 0.01
H 0.01 0.00 -0.02
H 0.00 0.01 -0.01
H 0.02 -0.01 0.01
H -0.02 0.01 0.01
H -0.01 -0.01 -0.02
C 0.00 -0.09 -0.02
N 0.00 0.12 0.00
N 0.06 0.06 0.07
C -0.11 0.00 -0.05
O -0.02 -0.16 -0.10
C -0.06 -0.11 0.03
C 0.13 0.08 0.01
C -0.04 0.02 0.01
C 0.03 -0.02 -0.03
C 0.00 0.03 -0.08
C -0.02 -0.01 0.03
C 0.02 0.00 -0.03
C 0.00 0.03 0.03
C 0.01 -0.01 0.05
H -0.02 -0.03 0.02
H -0.03 0.01 -0.01
H 0.01 -0.01 -0.01
H 0.02 0.03 0.03
H 0.01 0.00 0.00
H -0.01 -0.02 0.00
H -0.01 -0.02 0.01
H -0.02 -0.03 0.03
H 0.01 -0.03 0.01
H 0.02 0.00 -0.01
H -0.01 0.01 -0.02
H 0.00 0.02 0.00
Te 0.25 0.01 -0.01
C -0.08 -0.02 0.08
C 0.00 0.06 -0.05
C 0.00 -0.01 -0.03
C -0.03 -0.05 0.04
C 0.00 0.03 0.02
C -0.03 0.05 -0.02
H 0.04 0.00 -0.04
H 0.02 -0.01 0.00
H 0.00 -0.01 0.00
H -0.01 0.01 0.00
H 0.01 0.01 0.02

Values from the calculation:
energy relative to the best compared isomer or geometry (same formula, charge and spin) = 0.000 eV
multiplicity = 1
HOMO energy = -10.18 eV
charge = +1
electronic energy = -2692.978861 hartree